# 1
{
  "formula": "C35H44N6O8PReS2",
  "method": "wB97M-V/def2-TZVPD",
  "symbols": ["H", "H", "C", "H", "C", "N", "C", "O", "C", "C", "H", "H", "N", "C", "O", "P", "H", "O", "C", "C", "H", "C", "H", "C", "H", "C", "H", "H", "C", "H", "H", "C", "Re", "H", "H", "H", "C", "N", "H", "H", "H", "H", "C", "C", "O", "C", "C", "H", "N", "H", "H", "H", "C", "H", "H", "C", "H", "N", "H", "H", "H", "H", "H", "C", "C", "H", "S", "O", "H", "C", "S", "H", "H", "O", "H", "C", "C", "C", "O", "H", "C", "O", "H", "N", "C", "C", "C", "H", "H", "C", "H", "C", "C", "H", "C", "H", "C"],
  "coordinates": [[3.112, 3.364, 2.595], [-2.859, 5.038, -3.140], [0.073, 3.981, 1.416], [-2.289, -4.034, 0.035], [-6.430, -1.195, 1.920], [-1.331, -4.344, -0.033], [1.408, 4.295, -0.594], [2.411, 0.978, 1.459], [0.545, -1.901, 4.620], [0.869, -1.866, -2.555], [2.629, -0.527, 5.542], [1.486, -0.092, -1.740], [-0.973, 1.416, -1.023], [-5.224, -0.999, 1.221], [2.212, -1.593, 1.540], [1.590, -0.275, 1.847], [-0.880, 0.480, -3.572], [-3.313, -0.684, 3.038], [4.531, 0.277, 2.428], [3.564, 2.446, 2.932], [0.180, -2.162, 5.569], [1.456, -2.900, -5.503], [4.544, 2.721, 3.246], [-1.365, 1.447, -3.458], [0.354, -2.883, -5.575], [-2.511, 3.996, -3.175], [3.541, 2.631, 0.088], [4.215, 0.067, 3.439], [-6.352, 0.130, -0.620], [-1.210, -5.367, 0.068], [4.254, -2.432, -7.341], [-7.567, -0.021, 0.077], [-1.097, -0.490, -0.354], [1.886, 1.132, 5.530], [3.943, -3.371, -3.205], [-1.461, -0.181, 4.181], [2.089, -3.052, -4.257], [1.754, -0.878, -2.322], [-6.305, 0.551, -1.610], [-0.263, 4.377, 2.350], [-0.619, 1.338, 4.538], [4.483, 1.201, -0.226], [0.951, 4.792, 0.648], [-0.369, -3.563, 0.476], [-0.563, -2.299, 0.658], [-2.392, 3.417, -4.429], [0.628, -0.375, 4.618], [5.579, 0.556, 2.509], [-2.922, -0.456, 0.557], [4.455, -0.655, 1.823], [5.180, 2.539, 0.700], [-1.025, 0.274, 5.879], [-0.300, 2.715, 1.002], [1.150, -4.950, 0.483], [1.535, -3.426, 1.150], [0.888, 3.085, -1.052], [-8.480, 0.341, -0.339], [0.805, -4.078, 0.904], [1.165, 2.724, -2.026], [-2.323, 3.680, -1.018], [2.084, 4.876, -1.199], [1.326, 5.777, 1.030], [-0.182, -2.261, 3.884], [3.634, -2.589, -6.493], [3.726, 1.416, 1.834], [1.267, -0.119, 6.606], [-0.860, -1.612, -2.207], [-3.404, -2.775, 1.498], [1.759, -2.640, -7.600], [-3.799, -0.326, -0.543], [-3.645, -1.350, 1.792], [1.503, -2.335, 4.345], [5.318, -2.882, -5.222], [1.124, 0.107, 3.275], [-8.558, -0.936, 1.821], [-2.139, 3.315, -2.030], [-1.560, 2.019, -2.162], [-7.592, -0.729, 1.340], [-3.368, -0.236, -1.660], [-2.607, 4.020, -5.295], [4.236, -2.845, -5.268], [0.312, 0.017, 0.891], [-0.853, 2.088, 1.778], [1.199, -3.033, -3.119], [2.243, -2.760, -6.614], [1.674, 0.084, 5.631], [-0.731, 0.298, 4.829], [-1.681, 1.711, -5.562], [-6.416, -1.550, 2.938], [-0.083, 2.401, -0.341], [0.500, -3.787, -3.050], [4.280, 1.978, 0.532], [-1.802, 2.160, -4.561], [2.722, -0.946, -2.632], [-5.163, -0.437, -0.037], [3.014, 2.091, 3.802], [3.480, -3.152, -4.149]],
  "lowdin_charge": [0.081, 0.114, -0.077, 0.093, -0.023, 0.192, -0.081, -0.151, -0.015, -0.637, 0.113, 0.090, -0.126, -0.242, -0.271, 0.345, 0.040, -0.272, -0.032, -0.007, 0.078, -0.024, 0.084, -0.058, 0.132, -0.083, 0.062, 0.076, 0.041, 0.140, 0.101, -0.019, 1.424, 0.071, 0.115, 0.052, -0.244, 0.189, 0.119, 0.096, 0.088, 0.094, -0.070, -0.581, -0.232, -0.092, -0.535, 0.095, -0.225, 0.090, 0.086, 0.098, -0.054, 0.130, 0.069, -0.056, 0.099, 0.203, 0.114, 0.123, 0.103, 0.116, 0.089, -0.053, -0.597, 0.083, 0.710, -0.305, 0.123, -0.512, 0.730, 0.089, 0.114, -0.145, 0.119, -0.012, -0.297, -0.035, 0.022, 0.100, -0.071, -0.461, 0.135, 0.052, -0.065, -0.024, -0.005, 0.111, 0.124, -0.293, 0.150, -0.001, -0.085, 0.130, -0.118, 0.075, -0.026],
  "gap_ev": [6.227, 6.724],
  "homo_ev": [-9.5, -9.9],
  "s2": 3.7664,
  "spin_multiplicity": 4,
  "charge": 1
}

***

# 2
{
  "formula": "C23H25N7PSbScSe4",
  "method": "wB97M-V/def2-TZVPD",
  "symbols": ["C", "C", "C", "H", "C", "N", "Sb", "H", "H", "H", "Se", "H", "C", "H", "C", "N", "H", "C", "H", "H", "N", "C", "Se", "C", "C", "H", "P", "N", "N", "H", "C", "H", "C", "N", "H", "C", "H", "H", "H", "C", "C", "Se", "H", "Se", "Sc", "H", "H", "H", "C", "C", "H", "C", "N", "H", "C", "C", "C", "H", "H", "C", "C", "H"],
  "coordinates": [[2.430, -1.227, -2.244], [4.778, -2.501, -1.342], [2.809, -1.206, -0.847], [-1.021, -2.782, 2.381], [-0.092, -0.717, -4.604], [0.734, 1.558, 1.057], [-1.573, 2.371, -2.285], [-4.179, -2.414, 4.070], [-1.352, -0.436, 5.091], [-3.034, -0.883, 5.450], [-2.749, 3.501, -0.494], [0.277, 4.171, 3.103], [0.734, 3.270, 2.729], [-0.617, 3.130, 1.075], [1.065, -0.293, -3.948], [-3.971, -1.146, 2.438], [-4.381, 0.895, 2.591], [-3.172, -0.944, 1.253], [2.806, 0.949, -4.048], [-2.232, 1.720, 2.338], [2.461, -0.080, 1.129], [0.234, 2.678, 1.585], [-2.180, 2.855, -4.561], [-4.061, 0.069, 3.231], [-1.117, -1.813, 2.890], [-3.626, -0.150, 0.646], [-1.392, -0.473, 1.598], [2.065, -0.395, -0.091], [-2.796, 0.426, 3.856], [3.201, 1.018, 3.264], [2.346, 1.519, 2.843], [-1.380, -0.429, -6.273], [0.363, 0.818, -6.397], [-2.173, -1.919, 3.876], [0.044, 1.306, -7.304], [-1.827, 0.848, 2.870], [2.200, 1.916, -6.245], [3.038, -1.891, -4.202], [-4.804, -0.086, 4.021], [1.807, 0.983, 1.664], [-0.445, -0.146, -5.812], [-1.949, -0.182, -1.811], [-3.359, -3.124, 2.654], [0.995, 2.668, -1.998], [0.300, 0.478, -0.948], [4.241, -1.832, 0.617], [-0.718, -1.474, -4.144], [2.239, 3.105, 4.263], [1.815, 2.671, 3.369], [1.914, 0.626, -4.575], [5.684, -3.000, -1.030], [4.427, -2.512, -2.711], [1.300, -0.648, -2.606], [-0.169, -1.603, 3.405], [-2.317, -0.693, 4.644], [3.309, -1.882, -3.155], [3.988, -1.870, -0.432], [-3.174, -1.861, 0.649], [-0.906, 1.139, 3.396], [-3.461, -2.222, 3.263], [1.561, 1.172, -5.793], [5.067, -3.031, -3.412]],
  "lowdin_charge": [-0.221, -0.100, -0.213, 0.085, -0.079, -0.038, -0.178, 0.123, 0.125, 0.123, -0.153, 0.107, -0.059, 0.009, -0.348, -0.163, 0.133, -0.380, 0.107, 0.074, 0.088, -0.191, -0.158, -0.188, -0.334, 0.061, 0.995, -0.032, -0.157, 0.104, -0.017, 0.102, -0.124, -0.167, 0.096, -0.319, 0.100, 0.116, 0.124, -0.365, -0.117, 0.133, 0.124, 0.148, 0.088, 0.103, 0.075, 0.103, -0.071, -0.090, 0.094, -0.076, -0.020, 0.084, -0.206, -0.008, -0.021, 0.079, 0.081, -0.203, -0.089, 0.103],
  "gap_ev": 4.691,
  "homo_ev": -4.3,
  "spin_multiplicity": 1,
  "charge": -1
}

***

# 3
{
  "formula": "C35H39AgN6OSSe",
  "method": "wB97M-V/def2-TZVPD",
  "symbols": ["H", "C", "C", "C", "C", "C", "C", "H", "N", "C", "H", "H", "Ag", "Se", "H", "N", "C", "H", "H", "C", "C", "C", "H", "H", "N", "S", "C", "H", "C", "C", "H", "H", "H", "H", "H", "H", "C", "H", "C", "C", "H", "H", "H", "H", "C", "H", "H", "C", "H", "H", "H", "N", "H", "C", "C", "H", "C", "C", "N", "C", "C", "C", "H", "C", "H", "C", "C", "H", "H", "H", "O", "C", "C", "H", "H", "C", "H", "N", "C", "H", "H", "H", "C", "C"],
  "coordinates": [[-5.647, 2.381, 1.667], [1.238, -1.608, -1.991], [1.664, 1.861, 3.187], [0.484, 2.297, 2.545], [-0.256, -3.314, -2.668], [3.713, -1.465, -1.684], [2.659, 4.058, 3.071], [4.679, -0.335, -4.823], [-0.469, 1.368, 2.219], [-4.583, 2.201, 1.769], [-1.122, 1.235, -0.737], [-0.443, -4.322, -3.017], [-0.011, -0.845, 2.171], [3.164, 1.616, -0.534], [3.586, -2.124, -3.720], [0.688, 0.431, -1.285], [0.450, 3.660, 2.169], [4.324, -0.838, -1.034], [0.674, 0.652, -3.879], [4.286, -1.558, -3.098], [0.625, 1.716, -4.108], [-5.714, -2.557, 2.931], [3.651, -2.450, -1.213], [2.521, -4.309, -0.307], [-1.047, -3.024, 1.620], [1.882, -2.321, 1.339], [1.515, 4.508, 2.426], [-6.719, -2.906, 2.725], [-0.050, 2.753, -1.846], [-4.626, -3.090, 2.271], [1.732, 0.812, 3.453], [5.999, 1.430, -3.670], [-2.626, -4.203, 1.135], [-0.726, 3.509, -1.438], [-2.209, -0.079, 0.950], [1.105, -5.209, -0.502], [-1.148, -1.185, -1.924], [0.953, 3.185, -1.829], [-3.307, -2.667, 2.494], [-3.783, 3.048, 2.522], [6.698, -0.156, -3.315], [1.451, 5.542, 2.098], [-6.308, -1.082, 4.395], [-1.379, 1.861, -3.300], [4.570, -0.202, -3.742], [3.707, 0.453, -3.592], [1.890, -3.547, -2.674], [2.039, 0.333, -1.198], [3.490, 4.726, 3.262], [0.432, 1.810, -5.179], [5.211, -2.144, -3.055], [-0.318, -3.912, 0.846], [-0.680, 3.386, -3.790], [-3.033, -1.650, 3.489], [-0.449, 2.440, -3.290], [1.610, 2.142, -3.902], [-1.794, 1.697, 2.089], [-0.098, 1.585, -0.867], [1.690, -4.676, 0.130], [2.716, 2.717, 3.441], [1.052, -2.891, -2.476], [-3.989, 1.078, 1.199], [3.604, 2.326, 3.927], [0.950, -3.670, 0.770], [-1.849, 3.476, 3.312], [5.814, 0.474, -3.177], [-2.639, 0.836, 1.349], [-4.593, 0.355, 0.661], [5.688, 0.680, -2.114], [-0.410, 4.039, 1.634], [-1.884, -1.233, 3.794], [-2.287, -3.330, 1.709], [-4.201, -1.112, 4.142], [0.247, 1.884, 0.119], [-4.782, -3.875, 1.534], [-5.472, -1.543, 3.875], [-4.224, 3.910, 3.015], [2.383, -0.899, -1.675], [0.158, -0.768, -1.724], [-4.020, -0.309, 4.848], [-2.343, -2.849, -2.524], [-1.988, -0.546, -1.689], [-2.426, 2.811, 2.685], [-1.335, -2.478, -2.392]],
  "lowdin_charge": [0.075, -0.185, -0.061, -0.332, -0.105, -0.181, -0.153, 0.098, -0.037, -0.147, 0.102, 0.094, 0.583, 0.650, 0.098, -0.006, -0.071, 0.077, 0.057, -0.187, -0.106, -0.166, 0.095, 0.021, -0.061, 0.481, -0.132, 0.065, -0.190, -0.110, 0.080, 0.065, 0.097, 0.112, 0.077, 0.059, 0.000, 0.074, -0.169, -0.133, 0.065, 0.085, 0.080, 0.103, -0.266, 0.084, 0.102, -0.713, 0.074, 0.062, 0.109, -0.044, 0.094, -0.437, -0.248, 0.068, -0.312, -0.154, 0.008, -0.131, -0.038, -0.113, 0.089, -0.937, 0.094, -0.127, -0.082, 0.096, 0.030, 0.095, -0.124, -0.143, -0.049, 0.078, 0.087, -0.148, 0.083, -0.034, -0.172, 0.098, 0.097, 0.108, -0.054, -0.092],
  "gap_ev": 5.394,
  "homo_ev": -1.1,
  "spin_multiplicity": 1,
  "charge": -2
}